Entry 1:
{
  "formula": "C30H36O5SW",
  "method": "ωB97M-V/def2-TZVPD",
  "e_above_lowest_ev": 0.000,
  "charge": 2,
  "homo_energy_ev": [-14.34, -14.34],
  "lumo_ev": [-7.1, -8.2],
  "multiplicity": 3,
  "symbols": ["W", "O", "C", "C", "O", "O", "C", "C", "C", "C", "C", "C", "C", "C", "C", "C", "C", "C", "H", "H", "H", "H", "H", "H", "H", "H", "H", "H", "H", "O", "S", "C", "C", "C", "C", "H", "H", "H", "H", "H", "H", "H", "H", "C", "C", "C", "C", "C", "C", "C", "C", "C", "C", "C", "C", "O", "H", "H", "H", "H", "H", "H", "H", "H", "H", "H", "H", "H", "H", "H", "H", "H", "H"],
  "positions_angstrom": [[-1.01132, 0.11844, -0.83136], [1.07653, 0.45383, -0.80694], [1.67768, 1.79528, -0.60053], [0.37113, 2.69164, -0.83889], [0.28552, 3.83724, -0.93441], [-0.73879, 1.92286, -1.02617], [2.70867, 1.92341, -1.66057], [3.95073, 2.46701, -1.30736], [4.93561, 2.70898, -2.22468], [4.72134, 2.40839, -3.57314], [3.50003, 1.89945, -3.92560], [2.50283, 1.65275, -3.01306], [2.12110, 1.87119, 0.86180], [1.68052, 2.93509, 1.71436], [2.15528, 2.90170, 3.06254], [2.87853, 1.87519, 3.54951], [3.25267, 0.88103, 2.66224], [2.91569, 0.85798, 1.35482], [1.71421, -0.21275, -1.07171], [4.04097, 2.71742, -0.32736], [5.85170, 3.19392, -1.93253], [5.50889, 2.63337, -4.32152], [3.38736, 1.67244, -4.97360], [1.58026, 1.21837, -3.35911], [1.13068, 3.81477, 1.33717], [1.85337, 3.75706, 3.63308], [3.15864, 1.72874, 4.56193], [3.80153, 0.01739, 2.96637], [3.26261, 0.08656, 0.68943], [-2.95799, 0.24956, -0.93533], [-4.02319, 0.96811, 0.09637], [-5.57364, 0.16889, -0.42450], [-5.87796, 0.61937, -1.84106], [-5.70133, 2.16324, -1.81459], [-4.53210, 2.45281, -0.91389], [-6.30947, 0.50150, 0.26421], [-5.34300, -0.88344, -0.40619], [-6.81465, 0.25431, -2.17404], [-5.09284, 0.19561, -2.51852], [-6.59422, 2.62092, -1.35572], [-5.51810, 2.59608, -2.84064], [-4.62112, 3.16679, -0.17736], [-3.63602, 2.85110, -1.43792], [1.65306, -2.45444, -2.17357], [1.19537, -3.55178, -1.19601], [-0.20291, -4.01231, -1.65263], [1.10546, -3.11774, 0.30650], [1.86491, -3.80846, 1.17130], [1.72709, -3.58769, 2.55346], [0.65955, -2.84491, 3.03381], [-0.20847, -2.19255, 2.16000], [-1.38379, -1.48501, 2.84887], [-2.79475, -1.85938, 2.23350], [-1.22691, 0.06254, 3.00645], [0.06371, -2.31307, 0.78351], [-0.70997, -1.49967, -0.11237], [1.99555, -2.78665, -3.12926], [2.52851, -1.93291, -1.72646], [0.88194, -1.69632, -2.39119], [1.89571, -4.41620, -1.28202], [-0.91788, -3.26253, -1.74222], [-0.64526, -4.78774, -0.94814], [-0.12178, -4.60452, -2.56147], [2.49263, -4.52004, 0.79113], [2.39008, -4.04180, 3.28421], [0.54975, -2.77018, 4.13433], [-1.40903, -1.90928, 3.94059], [-2.84570, -1.20649, 1.36000], [-3.61155, -1.60551, 2.97366], [-2.87397, -2.94666, 2.09338], [-0.21051, 0.46678, 3.28424], [-1.93527, 0.45248, 3.76866], [-1.58395, 0.47844, 2.00219]],
  "lowdin_spin": [1.70, 0.07, 0.00, 0.01, 0.00, 0.03, 0.00, 0.00, 0.00, 0.00, 0.00, 0.00, 0.00, 0.00, 0.00, 0.00, 0.00, 0.00, 0.00, 0.00, 0.00, 0.00, 0.00, 0.00, 0.00, 0.00, 0.00, 0.00, 0.00, 0.09, 0.04, 0.00, 0.00, 0.00, 0.00, 0.00, 0.00, 0.00, 0.00, 0.00, 0.00, 0.00, 0.00, 0.01, 0.00, 0.00, 0.00, 0.00, 0.00, 0.00, 0.00, 0.00, 0.00, 0.02, 0.01, -0.01, 0.00, 0.00, 0.01, 0.00, 0.00, 0.00, 0.00, 0.00, 0.00, 0.00, 0.00, 0.00, 0.00, 0.00, 0.00, 0.00, 0.01]
}

---

Entry 2:
{
  "formula": "C4H6N2O",
  "method": "ωB97M-V/def2-TZVPD",
  "e_above_lowest_ev": 5.532,
  "charge": 0,
  "homo_energy_ev": [-7.20, -9.24],
  "lumo_ev": [-0.8, 0.2],
  "symbols": ["C", "C", "C", "C", "N", "N", "O", "H", "H", "H", "H", "H", "H"],
  "positions_angstrom": [[1.09936, 1.66593, 0.18368], [0.62555, 1.55532, -1.04907], [0.49974, -0.43589, 0.95286], [-1.34615, -1.26010, -0.54160], [1.21538, 0.77473, 1.13277], [-0.39111, -0.32426, -0.13165], [0.27771, 1.57015, -2.14375], [1.67220, 2.59489, 0.40269], [1.31468, -1.10464, 1.20344], [-0.01418, -0.75934, 1.88605], [-2.02170, -0.71207, -1.17043], [-0.95412, -2.14289, -1.03831], [-1.97736, -1.42183, 0.31331]],
  "mulliken_charge": [-0.44, 0.90, -0.28, -0.91, -0.54, -0.32, -0.36, 0.32, 0.40, 0.29, 0.31, 0.31, 0.33]
}

---

Entry 3:
{
  "formula": "C4H7NO",
  "method": "ωB97M-V/def2-TZVPD",
  "e_above_lowest_ev": 1.731,
  "charge": 0,
  "homo_energy_ev": -10.73,
  "lumo_ev": 0.6,
  "smiles": "N#CCCCO",
  "symbols": ["O", "C", "C", "C", "C", "N", "H", "H", "H", "H", "H", "H", "H"],
  "positions_angstrom": [[1.55659, 0.18578, 1.23770], [1.38910, 0.18598, -0.15716], [0.11425, -0.63888, -0.66417], [-1.05830, -0.32216, 0.27061], [-1.79686, 0.86588, -0.16006], [-2.30040, 1.86185, -0.46434], [0.64839, 0.18454, 1.64486], [2.24221, -0.30836, -0.63439], [1.29134, 1.22024, -0.53695], [0.30049, -1.72413, -0.69285], [-0.03041, -0.28485, -1.69409], [-0.64205, -0.07516, 1.31444], [-1.71435, -1.15073, 0.53639]],
  "mulliken_charge": [-0.50, -0.39, -0.56, -0.32, 0.26, -0.42, 0.25, 0.31, 0.27, 0.29, 0.35, 0.10, 0.36]
}

---

Entry 4:
{
  "formula": "C8H9FeOS5",
  "method": "ωB97M-V/def2-TZVPD",
  "e_above_lowest_ev": 0.031,
  "charge": -1,
  "homo_energy_ev": [-3.72, -4.07],
  "lumo_ev": [2.9, 2.3],
  "multiplicity": 5,
  "symbols": ["Fe", "S", "C", "S", "C", "C", "S", "S", "S", "O", "C", "C", "C", "C", "C", "H", "H", "H", "H", "H", "H", "H", "H", "H"],
  "positions_angstrom": [[0.17124, 0.00847, 0.09441], [-6.52440, 2.55256, 0.30023], [-4.95045, 1.99786, 0.30248], [-4.39779, 0.68335, 1.23567], [-2.70319, 0.72690, 0.81596], [-2.35589, 1.71084, -0.03596], [-0.75450, 2.07571, -0.62636], [-3.67148, 2.74043, -0.54400], [-1.64300, -0.44571, 1.55594], [2.58620, 0.77154, 1.86843], [1.70712, 0.48900, 1.21990], [-0.96378, -0.66991, -3.26213], [-0.54168, -1.80649, -2.34057], [-1.76925, -2.41053, -1.67095], [0.51698, -1.36835, -1.32561], [-1.69185, -1.01830, -4.00307], [-0.10578, -0.25429, -3.80126], [-1.41238, 0.14960, -2.69059], [-0.09734, -2.58797, -2.97301], [-2.25818, -1.67764, -1.02068], [-1.50233, -3.26652, -1.04307], [-2.49533, -2.75073, -2.41802], [1.40985, -0.99609, -1.85226], [0.86160, -2.23927, -0.74560]],
  "lowdin_spin": [3.52, 0.00, 0.00, 0.00, 0.02, 0.02, 0.11, 0.00, 0.12, -0.01, 0.02, 0.00, 0.03, 0.00, 0.13, 0.00, 0.00, 0.00, 0.00, 0.00, 0.00, 0.00, 0.02, 0.02]
}

---

Entry 5:
{
  "formula": "C7H12N",
  "method": "ωB97M-V/def2-TZVPD",
  "e_above_lowest_ev": 6.234,
  "charge": 1,
  "homo_energy_ev": [-11.87, -12.50],
  "lumo_ev": [-5.9, -5.4],
  "symbols": ["C", "C", "C", "C", "C", "C", "C", "N", "H", "H", "H", "H", "H", "H", "H", "H", "H", "H", "H", "H"],
  "positions_angstrom": [[0.91516, 0.87654, -0.19311], [1.77036, -0.21042, 0.12889], [1.31168, 2.14422, 0.33816], [-1.54545, 1.28667, -0.73885], [-0.25479, 0.60868, -1.02855], [1.48574, -1.47614, -0.64210], [-1.69298, -0.79668, 0.91997], [-1.40210, -0.18044, -0.46593], [2.60235, -0.19780, 0.70861], [0.92544, 3.14862, 0.18568], [2.26613, 2.28066, 0.79248], [-1.84354, 1.96111, 0.02622], [-2.16080, 1.44105, -1.64440], [1.74672, -2.37385, -0.24507], [1.92009, -1.44855, -1.70620], [0.42598, -1.32550, -0.78878], [-1.99017, -1.87962, 0.80508], [-0.81122, -0.85112, 1.44539], [-2.29039, -0.10650, 1.46372], [-2.02620, -0.66744, -1.15668]],
  "mulliken_charge": [1.23, -0.57, -1.19, -0.59, -0.33, -0.77, -0.80, -0.04, 0.57, 0.34, 0.32, 0.33, 0.25, 0.42, 0.32, 0.15, 0.32, 0.33, 0.37, 0.33]
}

---

Entry 6:
{
  "formula": "C7H13N2",
  "method": "ωB97M-V/def2-TZVPD",
  "e_above_lowest_ev": 4.626,
  "charge": 1,
  "homo_energy_ev": -15.41,
  "lumo_ev": -4.7,
  "smiles": "CC(C)(C)[N+]1=NCC=C1",
  "symbols": ["C", "C", "C", "C", "C", "C", "C", "N", "N", "H", "H", "H", "H", "H", "H", "H", "H", "H", "H", "H", "H", "H"],
  "positions_angstrom": [[2.04329, -1.89699, -1.15333], [0.83014, -1.41954, -1.38558], [2.71052, -1.16014, -0.02576], [-1.18432, -0.20896, 1.46177], [-0.26151, 1.83404, 0.65755], [-1.43182, 0.47227, -1.10568], [-0.59066, 0.42520, 0.17661], [1.71177, -0.22238, 0.48411], [0.63472, -0.28064, -0.07689], [2.75315, -2.60242, -1.59811], [0.14918, -1.55512, -2.13883], [3.17834, -1.48017, 0.87094], [3.64750, -0.65480, -0.31795], [-2.10786, 0.18380, 1.74672], [-1.54699, -1.18962, 1.27902], [-0.58932, -0.16193, 2.32426], [0.23732, 2.37560, -0.06245], [0.38654, 1.97573, 1.49837], [-1.11346, 2.25098, 1.06776], [-1.06640, 1.34931, -1.83553], [-1.47839, -0.31201, -1.82708], [-2.39650, 0.74974, -0.87568]],
  "mulliken_charge": [-0.32, -0.35, -0.55, -1.81, -1.88, -1.67, 1.67, -0.69, 0.95, 0.41, 0.38, 0.44, 0.38, 0.49, 0.44, 0.47, 0.51, 0.47, 0.50, 0.32, 0.41, 0.44]
}

---

| no. | maximum force (eV/A) |
| --- | --- |
| 1 | 3.76 |
| 2 | 3.49 |
| 3 | 1.94 |
| 4 | 0.83 |
| 5 | 4.79 |
| 6 | 6.37 |